(1)
A 5-piece molecular cluster, C19H30NO13S overall, computed with the ωB97M-V functional and the def2-TZVPD basis.

Each line ends with the Mulliken charge.
Geometry (Å):
N -2.479 2.238 -0.822  -0.311
C -2.402 1.288 -1.447  0.609
O -2.295 0.266 -2.256  -0.234
S -1.156 0.490 -3.486  0.205
C 0.069 1.467 -2.787  0.595
C 0.090 2.849 -2.977  -0.214
C 1.095 3.571 -2.360  -0.678
C 2.024 2.891 -1.583  -0.339
C 1.997 1.516 -1.397  -0.612
C 0.999 0.775 -2.009  -0.498
H -1.788 1.357 -4.318  0.278
H -0.669 3.311 -3.589  0.325
H 1.131 4.640 -2.471  0.417
H 2.795 3.465 -1.089  0.402
H 2.727 0.995 -0.800  0.529
H 0.923 -0.296 -1.883  0.565
C -5.528 0.726 0.061  -0.730
O -6.359 0.475 1.188  -0.243
C -6.045 -0.635 1.861  0.741
O -5.148 -1.389 1.583  -0.558
O -6.887 -0.756 2.880  -0.310
C -6.669 -1.911 3.697  -0.634
H -5.882 1.649 -0.393  0.283
H -4.494 0.857 0.374  0.264
H -5.607 -0.085 -0.664  0.343
H -5.678 -1.881 4.146  0.295
H -6.791 -2.821 3.114  0.295
H -7.421 -1.879 4.479  0.219
C -7.281 6.605 -3.041  -0.623
O -8.123 6.382 -1.910  -0.330
C -7.836 5.286 -1.212  0.810
O -6.952 4.503 -1.458  -0.563
O -8.693 5.205 -0.199  -0.303
C -8.503 4.067 0.644  -0.601
H -7.628 7.522 -3.507  0.225
H -6.245 6.727 -2.730  0.285
H -7.366 5.784 -3.751  0.287
H -7.517 4.091 1.103  0.280
H -8.632 3.146 0.078  0.268
H -9.260 4.118 1.420  0.258
C 5.431 -2.474 0.545  -0.517
O 4.387 -3.452 0.457  -0.313
C 3.291 -3.047 -0.163  0.836
O 3.111 -1.953 -0.645  -0.558
O 2.419 -4.053 -0.168  -0.308
C 1.175 -3.772 -0.803  -0.605
H 6.255 -2.942 1.073  0.126
H 5.763 -2.178 -0.448  0.288
H 5.095 -1.604 1.106  0.278
H 1.328 -3.528 -1.854  0.271
H 0.659 -2.958 -0.294  0.263
H 0.580 -4.676 -0.727  0.245
C 12.147 -2.957 1.652  -0.628
O 11.629 -4.190 2.156  -0.313
C 10.332 -4.164 2.450  0.810
O 9.597 -3.217 2.324  -0.550
O 9.986 -5.365 2.908  -0.305
C 8.610 -5.489 3.270  -0.567
H 13.202 -3.124 1.459  0.222
H 11.649 -2.681 0.725  0.292
H 12.035 -2.164 2.389  0.294
H 7.969 -5.318 2.407  0.231
H 8.359 -4.794 4.068  0.294
H 8.476 -6.507 3.622  0.219

Kohn-Sham gap: 6.64 eV
multiplicity: 1
net charge: +1
energy above the lowest of the compared OMol25 structures with the same formula, charge and spin: 3.2 kcal/mol
LUMO: -5.61 eV
HOMO: -12.2448 eV

***

(2)
C19H31BN10Rh as an isolated structure, computed with the ωB97M-V functional and the def2-TZVPD basis.

Each line ends with the Mulliken charge.
Geometry (Å):
Rh -0.742 -1.104 -1.109  -0.578
C 1.220 -4.004 1.220  -1.241
N 0.028 -3.159 1.123  0.086
C -0.939 -3.561 0.118  -1.004
C 0.038 -1.881 1.549  0.369
N -0.638 -0.989 0.827  0.881
C -1.089 0.288 1.255  -0.356
C -1.651 0.559 2.491  -0.345
C -2.139 1.832 2.748  -0.803
C -2.094 2.814 1.766  -0.841
C -1.556 2.536 0.518  -0.480
C -1.036 1.275 0.273  -0.452
N -0.522 0.831 -0.976  0.867
C 0.147 1.550 -1.874  0.484
N 0.856 2.637 -1.551  0.317
C 1.436 2.839 -0.229  -1.163
C 1.023 3.752 -2.479  -1.207
N 0.114 1.144 -3.168  0.025
C 1.335 1.136 -3.980  -1.214
C -0.942 0.239 -3.572  -0.920
N 0.736 -1.551 2.645  0.334
C 1.388 -0.256 2.795  -0.971
C 0.830 -2.444 3.796  -1.227
H 1.560 -4.254 0.214  0.404
H 0.997 -4.924 1.760  0.367
H 2.021 -3.471 1.721  0.447
H -0.989 -4.647 0.092  0.393
H -0.627 -3.261 -0.910  0.423
H -1.926 -3.162 0.335  0.342
H -1.731 -0.224 3.235  0.579
H -2.589 2.047 3.707  0.477
H -2.509 3.793 1.962  0.465
H -1.561 3.284 -0.265  0.613
H 1.524 1.888 0.287  0.331
H 0.842 3.532 0.368  0.331
H 2.437 3.244 -0.363  0.413
H 0.432 3.593 -3.375  0.391
H 2.072 3.875 -2.749  0.402
H 0.682 4.667 -1.991  0.388
H 2.165 1.535 -3.405  0.419
H 1.203 1.723 -4.888  0.373
H 1.580 0.108 -4.251  0.421
H -1.924 0.625 -3.314  0.387
H -0.843 -0.754 -3.077  0.480
H -0.878 0.042 -4.638  0.385
H 1.526 0.206 1.821  0.168
H 2.374 -0.426 3.226  0.399
H 0.821 0.413 3.445  0.319
H 0.152 -3.284 3.676  0.390
H 0.547 -1.889 4.691  0.387
H 1.847 -2.815 3.929  0.404
B 3.706 -0.522 -0.294  0.268
C 2.303 -0.988 -0.792  0.054
N 1.261 -1.340 -1.161  -0.380
H 4.483 -0.679 -1.202  -0.120
H 3.567 0.647 -0.002  -0.133
H 3.988 -1.203 0.666  -0.141
N -7.124 0.137 -0.531  -0.472
C -6.005 -0.060 -0.336  0.426
N -4.739 -0.260 -0.036  -0.537
C -3.730 -0.662 -0.616  0.712
N -2.717 -1.018 -1.123  -0.537

Kohn-Sham gap: 6.84 eV
multiplicity: 1
net charge: +1
LUMO: -4.63 eV
HOMO: -11.4665 eV

***

(3)
C19H31Cl2N7O4SY as an isolated structure, computed with the ωB97M-V functional and the def2-TZVPD basis.

Each line ends with the Mulliken charge.
Geometry (Å):
Y 0.511 -0.356 -0.132  0.439
C -0.959 -4.605 -1.189  -2.095
C -0.143 -3.332 -1.040  1.087
N 0.115 -2.720 0.041  0.344
C -0.221 -3.218 1.385  -0.893
C 0.711 -2.618 2.459  -1.231
N 0.555 -1.111 2.327  0.044
C 1.556 -0.286 3.044  -0.943
C 1.523 1.191 2.618  -0.534
N 1.839 1.249 1.214  -0.472
C 1.720 2.556 0.496  -0.712
C 1.949 2.419 -1.011  -0.949
N 1.530 1.079 -1.523  0.578
C 1.661 0.799 -2.789  0.749
C 2.169 1.752 -3.784  -1.671
C 1.237 -0.624 -3.133  0.559
C 1.407 -1.292 -4.380  -0.776
C 1.079 -2.635 -4.577  -1.069
C 0.436 -3.268 -3.535  -0.807
C 0.257 -2.609 -2.305  0.361
N 0.704 -1.294 -2.158  0.467
H -1.450 -4.827 -0.256  0.474
H -0.301 -5.448 -1.418  0.403
H -1.663 -4.543 -2.010  0.457
H -0.183 -4.328 1.543  0.506
H -1.277 -2.986 1.553  0.482
H 1.730 -2.945 2.215  0.343
H 0.441 -2.948 3.465  0.477
H -0.378 -0.885 2.665  0.253
H 2.535 -0.640 2.788  0.424
H 1.392 -0.431 4.144  0.452
H 2.293 1.712 3.213  0.435
H 0.545 1.669 2.875  0.180
H 2.835 0.867 1.126  0.118
H 2.363 3.278 0.981  0.558
H 0.711 2.867 0.659  0.149
H 3.074 2.507 -1.179  0.389
H 1.407 3.180 -1.526  0.496
H 1.695 2.705 -3.553  0.428
H 1.813 1.528 -4.819  0.461
H 3.265 1.935 -3.773  0.278
H 1.843 -0.798 -5.197  0.484
H 1.363 -3.091 -5.478  0.516
H 0.139 -4.274 -3.648  0.554
Cl 4.370 -0.503 -0.184  -0.227
C 2.812 -1.381 -0.016  -0.435
H 2.932 -2.052 0.852  0.311
H 2.872 -2.054 -0.932  0.273
O -1.829 -0.444 0.821  -0.760
Cl -2.452 -0.091 -0.488  1.954
O -3.561 0.770 -0.258  -0.593
O -1.399 0.676 -1.213  -0.765
O -2.776 -1.281 -1.205  -0.634
S -1.015 4.499 2.613  -0.362
C -2.561 3.936 2.395  -0.044
N -3.422 3.513 3.341  -0.250
C -4.556 2.760 2.748  -0.319
C -4.577 3.394 1.358  -0.550
N -3.155 3.733 1.181  -0.124
H -2.973 3.276 4.244  0.283
H -5.447 3.098 3.213  0.306
H -4.277 1.722 2.745  0.263
H -5.175 4.294 1.341  0.373
H -4.944 2.724 0.612  0.281
H -2.695 4.230 0.433  0.224

Kohn-Sham gap: 6.47 eV
multiplicity: 1
net charge: +1
energy above the lowest of the compared OMol25 structures with the same formula, charge and spin: 17.4 kcal/mol
LUMO: -3.81 eV
HOMO: -10.2879 eV

***

(4)
C19H31ClI2P3Sn as an isolated structure, computed with the ωB97M-V functional and the def2-TZVPD basis.

Each line ends with the Mulliken charge.
Geometry (Å):
I 1.201 0.023 2.675  0.159
I 2.874 1.311 -0.198  0.158
Sn -0.987 -1.879 -1.490  1.131
P 2.289 -1.187 0.529  0.193
C 3.847 -0.740 1.517  -1.350
C 1.983 -2.895 1.281  -1.092
H 3.013 -3.311 1.304  0.417
H 4.021 -2.394 -0.613  0.413
H 1.308 -3.496 0.613  0.351
H 2.492 -2.503 -1.626  0.340
H 3.672 -0.443 2.547  0.520
H 1.554 -2.741 2.294  0.491
C 3.168 -1.826 -1.042  -1.118
H 4.535 -1.556 1.424  0.473
H 3.525 -0.978 -1.669  0.476
H 4.378 0.193 1.174  0.465
P -2.381 0.747 -0.811  0.277
C -3.066 2.368 -0.366  -1.104
C -2.730 0.766 -2.623  -1.168
H -3.550 -1.353 -0.553  0.402
H -4.683 0.034 -0.763  0.371
H -3.841 -0.248 0.810  0.328
C -3.787 -0.312 -0.277  -1.092
H -2.493 -0.221 -3.035  0.420
H -3.772 1.021 -2.766  0.385
H -4.031 2.524 -0.886  0.500
H -2.320 3.134 -0.657  0.277
H -2.059 1.501 -3.084  0.347
H -3.189 2.437 0.729  0.282
Cl -1.139 -4.113 -2.179  -0.238
C 1.068 4.111 0.105  -1.541
P 0.735 2.818 1.348  0.837
C 2.097 3.150 2.546  1.114
C 1.947 2.753 3.890  -0.714
C 3.063 2.457 4.633  -0.476
C 4.332 2.865 4.208  -0.645
C 4.453 3.403 2.920  -0.681
C 3.348 3.522 2.086  -0.643
C -0.707 3.558 2.166  0.806
C -1.131 4.843 1.845  -0.340
C -2.210 5.420 2.500  -0.795
C -2.908 4.705 3.478  -0.554
C -2.534 3.390 3.748  -0.782
C -1.460 2.799 3.064  -0.471
H 1.899 3.800 -0.631  0.417
H 1.408 5.000 0.674  0.530
H 0.130 4.277 -0.458  0.406
H 0.933 2.571 4.275  0.574
H 2.981 1.889 5.567  0.470
H 5.197 2.860 4.895  0.442
H 5.401 3.741 2.543  0.473
H 3.500 3.969 1.099  0.449
H -0.549 5.413 1.131  0.432
H -2.436 6.473 2.322  0.464
H -3.697 5.205 4.043  0.463
H -3.057 2.837 4.520  0.459
H -1.179 1.786 3.284  0.291

Kohn-Sham gap (spin up / spin down): 4.35 / 4.35 eV
multiplicity: 1
net charge: +3
energy above the lowest of the compared OMol25 structures with the same formula, charge and spin: 20.6 kcal/mol
LUMO (spin up / spin down): -12.79 / -12.79 eV
HOMO (spin up / spin down): -17.1409 / -17.1409 eV

***

(5)
C19H31F3InO13 as an isolated structure, computed with the ωB97M-V functional and the def2-TZVPD basis.

Each line ends with the Mulliken charge.
Geometry (Å):
C -1.144 4.716 1.126  -1.186
In -2.196 4.293 -0.829  0.912
C -2.175 2.035 -1.048  -1.093
O -1.027 1.388 -0.343  -0.346
C 0.056 1.221 -1.005  0.879
F 1.104 1.436 -0.208  -0.331
F 0.228 1.950 -2.039  -0.221
F 0.175 -0.058 -1.394  -0.347
H -0.419 3.920 1.277  0.150
H -1.865 4.642 1.924  0.171
H -0.657 5.676 1.113  0.365
H -3.896 4.827 -0.616  -0.381
H -1.446 5.141 -2.218  -0.477
H -3.043 1.685 -0.521  0.436
H -2.277 1.675 -2.063  0.494
C -2.503 4.766 -7.613  -1.486
C -2.269 4.302 -6.197  0.547
C -2.046 2.817 -6.041  -0.537
O -2.492 2.584 -4.706  -0.263
C -3.422 3.540 -4.409  0.644
O -4.101 3.545 -3.444  -0.484
O -3.436 4.495 -5.387  -0.379
H -2.742 5.829 -7.631  0.358
H -1.615 4.599 -8.223  0.372
H -3.346 4.237 -8.062  0.352
H -1.453 4.869 -5.741  0.275
H -1.003 2.525 -6.151  0.299
H -2.663 2.225 -6.724  0.303
C -1.816 -0.031 2.545  -1.177
C -2.193 1.186 3.351  0.637
C -3.147 0.925 4.491  -0.564
O -3.804 2.188 4.627  -0.362
C -3.768 2.801 3.401  0.504
O -4.375 3.779 3.129  -0.500
O -2.944 2.117 2.563  -0.185
H -1.204 0.256 1.691  0.037
H -1.258 -0.740 3.161  0.419
H -2.706 -0.526 2.152  0.348
H -1.292 1.701 3.701  0.192
H -2.647 0.651 5.418  0.326
H -3.897 0.168 4.245  0.306
C 3.607 -0.805 -1.264  -1.523
C 4.035 -2.227 -1.015  0.530
C 2.975 -3.109 -0.407  -0.426
O 3.768 -4.090 0.290  -0.297
C 4.949 -3.500 0.611  0.605
O 5.759 -3.973 1.343  -0.564
O 5.069 -2.306 -0.011  -0.357
H 4.452 -0.214 -1.618  0.404
H 2.814 -0.753 -2.008  0.378
H 3.251 -0.340 -0.345  0.342
H 4.435 -2.671 -1.932  0.237
H 2.336 -3.587 -1.145  0.376
H 2.356 -2.582 0.322  0.283
C 4.399 -5.495 4.102  -1.202
C 3.235 -6.294 3.580  0.593
C 1.989 -5.494 3.293  -0.271
O 0.956 -6.479 3.458  -0.344
C 1.417 -7.410 4.332  0.623
O 0.753 -8.263 4.824  -0.541
O 2.742 -7.226 4.564  -0.376
H 5.227 -6.154 4.364  0.342
H 4.743 -4.789 3.349  0.214
H 4.126 -4.948 5.006  0.361
H 3.537 -6.871 2.701  0.232
H 1.968 -5.081 2.287  0.050
H 1.824 -4.695 4.019  0.324

Kohn-Sham gap: 6.30 eV
multiplicity: 1
net charge: -1
LUMO: 1.92 eV
HOMO: -4.3743 eV

***

(6)
C19H31IKN3OP as an isolated structure, computed with the ωB97M-V functional and the def2-TZVPD basis.

Each line ends with the Mulliken charge.
Geometry (Å):
K -0.471 -1.033 -0.794  0.548
N -2.302 1.371 2.009  0.178
C -3.167 1.061 3.192  -0.019
C -4.630 1.173 2.771  -1.143
C -5.046 0.090 1.771  0.136
N -4.420 0.364 0.458  -0.564
C -4.666 -1.302 2.279  -1.372
C -3.243 -1.470 2.815  -0.031
N -2.237 -1.555 1.733  -0.341
C -2.858 -0.324 3.749  -1.117
H -2.301 2.367 1.791  0.408
H -2.690 0.866 1.190  0.311
H -1.290 1.116 2.063  -0.126
H -2.939 1.803 3.957  0.268
H -4.834 2.165 2.356  0.409
H -5.251 1.078 3.664  0.449
H -6.136 0.115 1.684  0.346
H -4.834 1.200 0.057  0.240
H -4.636 -0.390 -0.185  0.233
H -4.857 -2.045 1.498  0.399
H -5.351 -1.545 3.094  0.437
H -3.236 -2.390 3.409  0.385
H -2.523 -2.275 1.073  0.291
H -1.373 -1.889 2.154  0.260
H -1.797 -0.393 4.005  0.451
H -3.413 -0.427 4.684  0.439
I 0.779 1.356 1.209  -0.585
C 3.391 0.572 -1.734  0.475
C 4.386 1.481 -1.455  -0.363
C 5.419 1.134 -0.562  -1.013
C 5.451 -0.091 0.049  -0.797
C 4.439 -1.043 -0.200  0.375
C 4.359 -2.319 0.422  -0.958
C 3.294 -3.130 0.159  -0.706
C 2.256 -2.752 -0.732  -0.512
C 2.346 -1.553 -1.400  0.287
C 3.431 -0.684 -1.106  0.468
H 4.405 2.466 -1.895  0.327
H 6.193 1.860 -0.355  0.409
H 6.248 -0.335 0.741  0.426
H 5.137 -2.630 1.106  0.418
H 3.231 -4.096 0.644  0.391
H 1.427 -3.430 -0.908  0.618
C 2.467 2.579 -3.419  -1.646
P 2.100 0.817 -2.998  1.935
C 0.285 1.076 -2.984  -1.387
C 2.574 0.028 -4.553  -1.438
O 1.471 -1.055 -2.257  -1.001
H 3.465 2.706 -3.837  0.420
H 2.389 3.184 -2.514  0.453
H 1.754 2.968 -4.144  0.476
H 0.122 1.601 -3.928  0.501
H -0.027 1.727 -2.167  0.267
H -0.324 0.177 -3.053  0.487
H 1.955 0.425 -5.358  0.398
H 2.461 -1.050 -4.494  0.396
H 3.615 0.282 -4.754  0.404

Kohn-Sham gap: 6.93 eV
multiplicity: 1
net charge: +1
energy above the lowest of the compared OMol25 structures with the same formula, charge and spin: 0.0 kcal/mol
LUMO: -2.81 eV
HOMO: -9.7358 eV